Molecular formula: H4O2
Method: DFT, ωB97M-V with the def2-TZVPD basis set

Calculated values
- ΔE to the lowest compared entry with this formula, charge and spin: 1.8 kcal/mol
- HOMO energy: -0.40042 Eh
- E_LUMO: 0.70 eV
- SMILES: O.O
- Orbital gap: 11.60 eV

Last column: Mulliken charge in e.
Element x y z (Å)
1 O 0.3139 1.0748 0.0332  -0.674
2 H -0.1403 1.1973 -0.8005  0.316
3 H 0.5602 1.9590 0.3045  0.313
4 O -0.3510 -1.5401 -0.1985  -0.655
5 H 0.0658 -0.7060 0.0178  0.388
6 H -0.4487 -1.9850 0.6435  0.313

---

Molecular formula: C5H31O14
Method: DFT, ωB97M-V with the def2-TZVPD basis set

Calculated values
- ΔE to the lowest compared entry with this formula, charge and spin: 53.9 kcal/mol
- Total charge: -1
- HOMO energy: -0.23087 Eh
- E_LUMO: 2.52 eV
- Orbital gap: 8.80 eV

Last column: Mulliken charge in e.
Element x y z (Å)
1 O -0.3116 2.2944 -0.1207  -0.577
2 C 0.5491 1.8082 -0.9187  0.561
3 O 0.8278 2.3186 -2.0253  -0.938
4 C 1.1193 0.4276 -0.6547  -0.846
5 C 0.2485 -0.5883 0.1536  1.011
6 C -0.1012 -1.7272 -0.8398  -0.903
7 C -1.2798 -1.2906 -1.6654  -0.557
8 O -2.4343 -1.2778 -0.7644  -0.555
9 H 1.4152 -0.0763 -1.5779  0.141
10 H 2.1555 0.5332 -0.3013  0.355
11 H 0.9376 -0.9882 0.8912  -0.221
12 H -0.6497 -0.0700 0.4460  -0.016
13 H -0.0480 -2.7317 -0.4161  0.295
14 H 0.7467 -1.8926 -1.5046  0.539
15 H -1.2046 -0.2807 -2.0505  0.182
16 H -1.4149 -2.0698 -2.4177  0.421
17 H -2.9672 -2.0710 -0.8564  0.336
18 H 1.0100 -1.0004 3.0518  0.323
19 H 1.6247 -1.5139 4.2696  0.303
20 O 1.8668 -1.3442 3.3496  -0.615
21 H 4.4633 -2.2808 0.4169  0.310
22 H 4.8649 -2.3041 -1.0627  0.319
23 O 4.3834 -2.7962 -0.3910  -0.625
24 H 2.1976 -4.1116 -1.7443  0.286
25 H 0.9436 -4.8823 -2.1271  0.258
26 O 1.3171 -3.9967 -2.0909  -0.581
27 H -0.4366 4.6904 1.8217  0.342
28 H 0.6711 3.9144 2.5947  0.339
29 O 0.1027 4.6890 2.6120  -0.659
30 H -2.3344 1.2911 0.4161  0.274
31 H -3.8146 1.0305 0.8074  0.294
32 O -3.0392 1.5557 1.0234  -0.554
33 H -2.3925 -1.8005 2.4996  0.384
34 H -2.0349 -2.1921 1.1349  0.310
35 O -2.2865 -2.6139 1.9768  -0.754
36 H -0.0934 1.9494 1.4683  0.194
37 H -1.0139 2.1618 2.7303  0.362
38 O -0.2178 1.7095 2.4391  -0.708
39 H 0.2917 -1.0346 -4.9255  0.288
40 H 1.3574 -0.3088 -4.1101  0.343
41 O 0.9357 -1.1738 -4.2251  -0.592
42 H -2.7929 3.7870 1.3276  0.307
43 H -1.6219 3.7935 0.2973  0.421
44 O -2.3097 4.3364 0.7081  -0.693
45 H 3.2522 2.1688 -3.2187  0.285
46 H 1.9520 1.6059 -2.9756  0.383
47 O 2.8222 1.3228 -3.4034  -0.715
48 H -3.0112 0.6939 2.9701  0.317
49 H -1.6676 0.3351 3.4898  0.349
50 O -2.5776 0.0010 3.4921  -0.724

---

Molecular formula: C3H4OS
Method: DFT, ωB97M-V with the def2-TZVPD basis set

Calculated values
- ΔE to the lowest compared entry with this formula, charge and spin: 69.5 kcal/mol
- HOMO energy: -0.32166 Eh
- E_LUMO: 0.25 eV
- Orbital gap: 9.00 eV

Last column: Mulliken charge in e.
Element x y z (Å)
1 C 0.7852 0.0166 -0.1648  0.215
2 C -0.2377 1.2142 -0.1251  -0.489
3 C -0.2294 -1.0344 -0.1328  -0.121
4 H 0.0297 1.9359 -0.8384  0.386
5 H -0.1156 1.6799 0.9521  0.234
6 H -0.0115 -1.4490 0.9773  0.190
7 H -0.6639 -2.1830 -0.7532  0.262
8 O 1.9695 -0.1343 0.0585  -0.529
9 S -1.5263 -0.0459 0.0265  -0.148

---

Molecular formula: C37H41F3GeMgN5O2S
Method: DFT, ωB97M-V with the def2-TZVPD basis set

Calculated values
- ΔE to the lowest compared entry with this formula, charge and spin: 0.0 kcal/mol
- Total charge: -1
- HOMO energy: -0.15689 Eh
- E_LUMO: 2.57 eV
- Orbital gap: 6.84 eV

Last column: Mulliken charge in e.
Element x y z (Å)
1 Mg 0.6974 2.5768 -0.6239  2.814
2 C 5.6209 -1.0541 1.3283  -1.182
3 C 4.1380 -1.1266 1.6829  -0.450
4 N 3.2675 -1.1968 0.5321  0.055
5 C 2.9754 -0.1038 -0.2544  -0.027
6 S 2.1959 -0.3684 -1.7448  -0.391
7 N 3.4124 1.0513 0.2223  -0.964
8 N 2.9290 2.1374 -0.4356  0.345
9 C 3.7293 3.1215 -0.6205  0.432
10 C 5.1787 3.1149 -0.2430  -1.585
11 C 3.1544 4.2979 -1.2986  0.557
12 C 3.9397 5.3616 -1.7375  -0.925
13 C 3.3342 6.4090 -2.4104  -0.365
14 C 1.9675 6.3770 -2.6270  -0.948
15 C 1.2538 5.2908 -2.1431  -0.112
16 N 1.8316 4.2856 -1.4974  0.070
17 H 6.2347 -0.9756 2.2293  0.378
18 H 5.8052 -0.1811 0.7018  0.178
19 H 5.9323 -1.9448 0.7784  0.328
20 H 3.8560 -0.2449 2.2599  0.275
21 H 3.9422 -2.0066 2.3027  0.452
22 H 3.1799 -2.0720 0.0470  0.194
23 H 5.3966 2.2006 0.3018  0.197
24 H 5.4223 3.9768 0.3832  0.377
25 H 5.8141 3.1569 -1.1320  0.324
26 H 5.0055 5.3599 -1.5600  0.389
27 H 3.9282 7.2433 -2.7633  0.397
28 H 1.4550 7.1744 -3.1465  0.392
29 H 0.1794 5.2201 -2.2601  0.479
30 O -0.3839 1.9960 -2.3422  -0.720
31 C -0.9987 1.1810 -1.6082  0.591
32 O -0.6552 0.9874 -0.4049  -0.015
33 C -2.2171 0.4643 -2.1761  -1.064
34 C -2.9467 -0.4198 -1.1597  -1.022
35 Ge -2.3230 -2.2755 -0.9699  2.363
36 C -1.0638 -2.8801 -2.3325  0.029
37 C -1.3499 -2.7228 -3.6887  -0.276
38 C -0.4872 -3.2059 -4.6623  -0.778
39 C 0.6738 -3.8701 -4.2896  -0.485
40 C 0.9643 -4.0445 -2.9466  -0.560
41 C 0.1034 -3.5501 -1.9776  -0.117
42 C -3.8723 -3.4821 -1.1354  -0.425
43 C -3.7028 -4.7789 -1.6225  -0.091
44 C -4.7725 -5.6608 -1.7065  -0.694
45 C -6.0383 -5.2587 -1.3029  -0.410
46 C -6.2265 -3.9729 -0.8161  -0.653
47 C -5.1511 -3.0972 -0.7344  -0.435
48 C -1.5335 -2.6172 0.7860  -0.809
49 C -2.0878 -3.5358 1.6756  -0.462
50 C -1.4954 -3.7830 2.9080  -0.616
51 C -0.3267 -3.1213 3.2570  -0.731
52 C 0.2442 -2.2151 2.3720  -0.576
53 C -0.3547 -1.9581 1.1462  0.421
54 H -1.8798 -0.0772 -3.0610  0.172
55 H -2.8745 1.2585 -2.5386  0.398
56 H -4.0185 -0.4532 -1.3696  0.657
57 H -2.8187 0.0360 -0.1773  0.275
58 H -2.2590 -2.2168 -3.9976  0.378
59 H -0.7179 -3.0584 -5.7107  0.374
60 H 1.3559 -4.2383 -5.0463  0.350
61 H 1.8777 -4.5446 -2.6511  0.362
62 H 0.3573 -3.6689 -0.9313  0.246
63 H -2.7203 -5.1008 -1.9501  0.348
64 H -4.6180 -6.6623 -2.0900  0.385
65 H -6.8749 -5.9437 -1.3693  0.359
66 H -7.2116 -3.6508 -0.4999  0.380
67 H -5.3180 -2.0970 -0.3482  0.311
68 H -2.9968 -4.0643 1.4070  0.353
69 H -1.9436 -4.4947 3.5915  0.353
70 H 0.1426 -3.3158 4.2145  0.375
71 H 1.1651 -1.7062 2.6279  0.592
72 H 0.0976 -1.2401 0.4675  0.124
73 F -0.3789 5.3332 0.5842  -0.325
74 C -0.8855 4.1720 -0.0226  -0.645
75 F -1.6916 4.7067 -1.0316  -0.312
76 F -1.8510 3.7668 0.9179  -0.249
77 C -1.2621 3.5350 4.1048  -1.823
78 C -0.7827 2.1572 3.6302  2.605
79 C -1.9529 1.3485 3.0485  -1.456
80 C -0.1138 1.3949 4.7787  -1.686
81 C 0.2042 2.3638 2.5573  -0.497
82 N 0.9426 2.5252 1.6952  -0.724
83 H -2.0210 3.3952 4.8774  0.436
84 H -1.6912 4.0952 3.2763  0.324
85 H -0.4370 4.1104 4.5276  0.392
86 H -2.6990 1.2064 3.8333  0.540
87 H -1.6203 0.3710 2.7006  0.142
88 H -2.4020 1.8792 2.2103  0.273
89 H -0.8464 1.2424 5.5733  0.428
90 H 0.7294 1.9550 5.1854  0.395
91 H 0.2389 0.4207 4.4458  0.240

---

Molecular formula: H8LiO4
Method: DFT, ωB97M-V with the def2-TZVPD basis set

Calculated values
- ΔE to the lowest compared entry with this formula, charge and spin: 6.1 kcal/mol
- Total charge: +1
- HOMO energy: -0.58309 Eh
- E_LUMO: -3.48 eV
- Orbital gap: 12.39 eV

Last column: Mulliken charge in e.
Element x y z (Å)
1 Li -0.1245 -0.0540 -0.0905  0.914
2 O -1.7873 -0.8168 -1.0176  -0.677
3 H -2.3172 -1.3329 -0.3917  0.342
4 H -1.7943 -1.3171 -1.8467  0.345
5 O 1.6722 0.9363 -0.5323  -0.548
6 H 2.5016 0.4814 -0.3352  0.297
7 H 1.9360 1.7700 -0.9415  0.293
8 O -0.8039 1.8040 0.8391  -0.618
9 H -0.3020 1.9897 1.6444  0.332
10 H -1.0921 2.6668 0.5158  0.307
11 O 0.6331 -1.6556 0.7236  -0.642
12 H 1.4509 -2.1070 0.9690  0.310
13 H 0.0274 -2.3647 0.4635  0.345

---

Repeat the first record exactly.
Molecular formula: H4O2
Method: DFT, ωB97M-V with the def2-TZVPD basis set

Calculated values
- ΔE to the lowest compared entry with this formula, charge and spin: 1.8 kcal/mol
- HOMO energy: -0.40042 Eh
- E_LUMO: 0.70 eV
- SMILES: O.O
- Orbital gap: 11.60 eV

Last column: Mulliken charge in e.
Element x y z (Å)
1 O 0.3139 1.0748 0.0332  -0.674
2 H -0.1403 1.1973 -0.8005  0.316
3 H 0.5602 1.9590 0.3045  0.313
4 O -0.3510 -1.5401 -0.1985  -0.655
5 H 0.0658 -0.7060 0.0178  0.388
6 H -0.4487 -1.9850 0.6435  0.313

---

- Among the records above, which one has the highest orbital gap?
  H8LiO4

---

- orbital gap of number 1 (H4O2)?
  11.60 eV

---

- Which of these has the highest HOMO energy?
  C37H41F3GeMgN5O2S